No. 1
Entry from OMol25: a cluster of 8 separate species, C23H43IN16O11S in total in a non-equilibrium geometry (ωB97M-V/def2-TZVPD).

Last column: Mulliken charge in e.
Geometry (Å):
C: -0.18260 -0.05553 -3.79891  -0.648
C: -1.60172 -0.91130 -4.02284  -0.220
C: -1.42337 -2.50355 -3.67286  -0.541
C: -2.41992 -3.03205 -2.44410  -0.694
C: -1.97586 -2.33077 -1.03036  0.159
C: -1.22866 -3.32607 0.03683  -0.730
C: 0.41721 -3.23039 0.02962  0.306
C: 1.19541 -1.96352 0.33665  0.258
N: 0.36566 -0.73327 0.63075  -0.184
C: 0.87305 -0.02188 1.71076  0.483
O: 1.55514 0.93555 2.39920  -0.632
C: 2.83143 -2.05017 0.27017  0.391
O: 3.67494 -0.99852 0.46021  -0.615
C: 3.60723 -3.48405 -0.10217  0.436
C: 5.26762 -3.55568 -0.12586  -0.393
C: 5.95822 -2.54764 -1.22268  0.163
O: 6.71878 -1.53726 -0.72908  -0.497
I: 5.66325 -2.89676 -3.39369  0.067
C: 2.86145 -4.73870 -0.42186  0.094
N: 3.48045 -6.06767 -0.80610  -0.397
C: 3.90599 -6.73257 0.31852  0.320
S: 4.66339 -7.28649 1.76002  -0.123
C: 1.21205 -4.65280 -0.34784  0.285
O: 0.53745 -5.80350 -0.57727  -0.830
H: -0.18363 0.55140 -2.79176  -0.024
H: -0.14202 0.72308 -4.69896  0.236
H: 0.76687 -0.74019 -3.81043  0.293
H: -1.99022 -0.77057 -5.12789  0.388
H: -2.36705 -0.41329 -3.25406  0.119
H: -0.33268 -2.74495 -3.31637  0.117
H: -1.63066 -3.18082 -4.61571  0.356
H: -2.44119 -4.21824 -2.40335  0.289
H: -3.51847 -2.71558 -2.78037  0.287
H: -1.31813 -1.39855 -1.29047  -0.072
H: -2.95034 -1.91160 -0.48620  0.180
H: -1.63632 -4.41466 -0.16907  0.266
H: -1.57491 -3.00830 1.12379  0.231
H: 5.63202 -3.33351 0.97444  0.308
H: 5.66695 -4.65374 -0.37068  0.322
C: 1.21696 -8.63332 -2.81925  0.644
O: 1.00948 -7.70526 -3.58491  -0.650
N: 1.46962 -9.88439 -3.24430  -0.393
N: 1.21156 -8.48791 -1.48191  -0.258
H: 1.64292 -10.66137 -2.62923  0.154
H: 1.48289 -10.03714 -4.24422  0.240
H: 1.02532 -7.56177 -1.12008  0.255
H: 1.38020 -9.24000 -0.83527  0.171
C: -3.05637 -0.16986 2.89652  0.692
O: -3.15066 -0.73913 1.82060  -0.684
N: -2.85567 1.15608 3.00275  -0.202
N: -3.14480 -0.81759 4.07221  -0.404
H: -2.77549 1.64266 3.87960  0.077
H: -2.78329 1.68134 2.14123  0.116
H: -3.29569 -1.81726 4.03708  0.226
H: -3.06973 -0.36628 4.96826  0.134
C: -1.68179 3.19057 -3.87545  0.644
O: -1.77262 1.99321 -4.09604  -0.593
N: -1.86323 4.12172 -4.82924  -0.432
N: -1.39220 3.68598 -2.65876  -0.308
H: -1.79266 5.11202 -4.66683  0.147
H: -2.08307 3.79110 -5.75967  0.226
H: -1.24798 3.01876 -1.91219  0.157
H: -1.31315 4.66857 -2.45753  0.149
C: -5.40490 2.96364 0.70349  0.682
O: -4.36171 3.59690 0.73975  -0.688
N: -6.06864 2.72027 -0.44102  -0.405
N: -5.98399 2.45246 1.80484  -0.285
H: -6.92877 2.20090 -0.49091  0.148
H: -5.66662 3.08759 -1.29354  0.233
H: -5.51669 2.61293 2.68757  0.216
H: -6.84270 1.92830 1.79511  0.165
C: -4.33248 3.64327 5.63261  0.631
O: -4.42677 3.07400 4.55668  -0.629
N: -4.13178 4.96921 5.73883  -0.403
N: -4.42091 2.99554 6.80830  -0.407
H: -4.05159 5.45579 6.61568  0.164
H: -4.05940 5.49447 4.87732  0.236
H: -4.57180 1.99587 6.77316  0.209
H: -4.34584 3.44685 7.70435  0.161
C: 2.17437 4.39158 0.86590  0.639
O: 2.08008 3.82230 -0.21003  -0.686
N: 2.37507 5.71752 0.97212  -0.491
N: 2.08594 3.74384 2.04159  -0.257
H: 2.45526 6.20409 1.84897  0.192
H: 2.44745 6.24277 0.11061  0.245
H: 1.93505 2.74417 2.00645  0.235
H: 2.16101 4.19515 2.93764  0.167
C: 6.46726 7.09016 1.19166  0.642
O: 6.30048 7.85951 2.12486  -0.654
N: 7.65546 6.93509 0.58025  -0.389
N: 5.47773 6.32854 0.69128  -0.259
H: 7.81227 6.30663 -0.18949  0.171
H: 8.42728 7.49000 0.92625  0.224
H: 4.56692 6.41483 1.12293  0.169
H: 5.59559 5.68921 -0.07657  0.163

## Properties
HOMO energy   -9.3 eV
Energy   -3301.57310 Ha
Gap between HOMO and LUMO   7.1 eV

No. 2
Entry from OMol25: a cluster of 5 separate species, C23H44ClF5N5O5 in total in a non-equilibrium geometry (ωB97M-V/def2-TZVPD).

Last column: Löwdin spin population.
Geometry (Å):
C: -2.20183 -0.12375 -4.69859  0.002
C: -2.02828 0.26987 -3.20813  0.030
C: -2.78937 1.58434 -3.04545  0.019
C: -2.58282 -0.91502 -2.42134  0.003
C: -2.22644 -0.94525 -0.91067  0.000
Cl: -2.14334 -2.73951 -0.52201  0.000
C: -3.41820 -0.37121 -0.07194  0.000
F: -4.20009 -1.35893 0.35311  0.000
F: -4.22800 0.40316 -0.77180  0.000
C: -3.06920 0.42575 1.19824  0.000
F: -2.26707 -0.19851 2.01459  0.000
F: -2.57321 1.59909 0.93336  0.000
F: -4.20127 0.65186 1.84528  0.000
C: -0.82644 -0.40807 -0.59209  0.000
C: -0.17328 0.56283 -1.58606  0.030
C: -0.24561 2.02986 -1.12100  0.020
C: 1.34525 0.21785 -1.51896  0.005
N: -0.58008 0.36386 -2.97879  0.373
O: 0.05310 1.07164 -3.82347  0.505
H: -3.15157 -0.62316 -4.83029  0.000
H: -1.38201 -0.75326 -5.01308  0.000
H: -2.19684 0.77970 -5.29468  0.000
H: -2.21391 2.36865 -3.52419  0.002
H: -2.90849 1.90271 -2.02111  0.000
H: -3.73874 1.49569 -3.55693  0.002
H: -2.08599 -1.78921 -2.82190  0.002
H: -3.63716 -1.08268 -2.58461  0.000
H: -0.71725 0.04990 0.38349  0.000
H: -0.17986 -1.26808 -0.57210  0.000
H: 0.44812 2.11363 -0.29843  0.002
H: -1.24147 2.33393 -0.82197  0.001
H: 0.06902 2.68055 -1.92861  0.003
H: 1.56807 -0.23248 -0.55652  0.000
H: 1.90730 1.12790 -1.67014  0.000
H: 1.60125 -0.44814 -2.33222  0.000
C: -2.63374 3.67883 6.61968  0.000
C: -2.33937 4.07606 5.19219  0.000
O: -1.68507 5.06825 4.91685  0.000
N: -2.83479 3.27878 4.20738  0.000
C: -3.62704 2.06779 4.33831  0.000
H: -2.17720 4.40398 7.28618  0.000
H: -3.70958 3.66773 6.79909  0.000
H: -2.21711 2.69421 6.83598  0.000
H: -2.60461 3.59672 3.27855  0.000
H: -3.09581 1.24549 3.87245  0.000
H: -4.58099 2.20677 3.83034  0.000
H: -3.81114 1.82400 5.37928  0.000
C: 2.85707 0.64087 2.86674  0.000
C: 3.43675 -0.52974 2.11104  0.000
O: 2.76674 -1.20330 1.34312  0.000
N: 4.74674 -0.81939 2.31557  0.000
C: 5.69195 -0.14181 3.18333  0.000
H: 1.80907 0.74641 2.60205  0.000
H: 2.92889 0.47218 3.94151  0.000
H: 3.37806 1.56269 2.60307  0.000
H: 5.07154 -1.61212 1.78443  0.000
H: 6.52708 0.23275 2.58870  0.000
H: 6.07693 -0.84748 3.92111  0.000
H: 5.22664 0.68962 3.70078  0.000
C: -0.00180 -1.97232 2.74381  0.000
C: 0.87007 -3.00742 3.40949  0.000
O: 1.93779 -2.72339 3.92992  0.000
N: 0.41768 -4.29000 3.41138  0.000
C: -0.81471 -4.80676 2.84392  0.000
H: 0.48330 -1.00326 2.81511  0.000
H: -0.13880 -2.21705 1.68952  0.000
H: -0.97154 -1.91637 3.23855  0.000
H: 1.03982 -4.93666 3.87027  0.000
H: -1.41173 -5.26984 3.63185  0.000
H: -0.57970 -5.56365 2.09360  0.000
H: -1.39610 -4.01816 2.37754  0.000
C: 2.48266 0.58983 -5.65951  0.003
C: 2.42863 -0.87510 -6.01855  0.000
O: 1.38681 -1.51217 -6.00148  0.000
N: 3.59767 -1.48043 -6.36819  0.000
C: 4.92292 -0.89581 -6.44574  0.000
H: 1.48353 0.92474 -5.40468  0.000
H: 3.13254 0.74604 -4.79698  0.000
H: 2.84540 1.17596 -6.50621  0.000
H: 3.49388 -2.45699 -6.59536  0.000
H: 5.30694 -0.99774 -7.46252  0.000
H: 5.59388 -1.42333 -5.76516  0.000
H: 4.90556 0.15506 -6.17930  0.000

## Properties
Spin multiplicity   2
HOMO energy (alpha / beta)   -8.5 / -9.3 eV
Energy   -2512.27435 Ha
Gap between HOMO and LUMO (alpha / beta)   9.1 / 9.4 eV